(1)
One molecule with the formula C5H12O, computed with the ωB97M-V functional and the def2-TZVPD basis.

Results
SMILES: CC(C)[C@@H](C)O

```
! RIJCOSX wB97M-V def2-TZVPD def2/J DEFGRID3
* xyz 0 1
C -1.4747 1.4304 0.2508
H -1.4961 2.1638 1.0827
H 2.8623 -0.4158 0.2633
O 0.8568 -0.2899 -1.3932
H 1.5957 -1.2164 1.2257
H -2.5086 1.0843 0.1498
H 2.1821 0.3909 1.6807
C -1.0954 -1.1760 -0.6842
H -1.1978 -1.9735 0.0366
C 0.8851 0.3464 -0.1010
C -0.5512 0.1887 0.3906
H -2.0160 -0.7439 -1.0435
H -0.5929 -0.1282 1.4589
H 1.4105 -1.0651 -1.5079
H -0.7159 -1.7169 -1.6098
H -1.2253 1.9999 -0.6507
C 1.9376 -0.2536 0.8266
H 1.1436 1.3747 -0.3752
*
```

Mulliken atomic charge list, values in e, 6 entries: C -1.426; H 0.352; H 0.397; O -0.562; H 0.373; H 0.363



(2)
A 2-piece molecular cluster, C5H12O overall, computed with the ωB97M-V functional and the def2-TZVPD basis.

Results
SMILES: C/C=C/CC.O

```
! RIJCOSX wB97M-V def2-TZVPD def2/J DEFGRID3
* xyz 0 1
C 1.2572 0.3469 -0.6526
H 2.9402 1.6731 -0.5486
H -1.1308 -0.5241 -1.4820
H 0.0266 1.0979 0.8629
H -0.3725 -2.5031 0.9081
C 2.5753 0.7611 -0.0622
H 1.2938 -0.1590 -1.6192
C 0.0650 0.5987 -0.1081
H -1.5634 1.1686 -1.3357
O 0.1687 -1.9386 1.4712
H -2.5491 0.7627 0.9366
H -2.1483 -0.9466 0.8125
H 3.3461 -0.0043 -0.2001
H 0.5743 -1.3171 0.8476
H 2.4848 0.9704 1.0080
C -2.3835 -0.0543 0.2259
C -1.2607 0.2878 -0.7541
H -3.3239 -0.2201 -0.3100
*
```

Mulliken atomic charge list, values in e, 6 entries: C 0.119; H 0.355; H 0.256; H 0.234; H 0.309; C -1.179



The records above give, respectively, Kohn-Sham gap values of 10.23, 10.48 eV.
The records above give, respectively, LUMO energy values of 1.00, 1.04 eV.
The records above give, respectively, ΔE to the lowest compared entry with this formula, charge and spin values of 59.87, 16.36 kcal/mol.